Record 1
{
  "formula": "C15H40LiN3O4",
  "method": "ωB97M-V/def2-TZVPD",
  "gap_ev": 8.1,
  "energy_ev": -29068.559,
  "homo_ev": -7.74,
  "species": ["Li", "C", "C", "C", "O", "H", "H", "H", "H", "H", "H", "H", "C", "C", "C", "O", "C", "N", "H", "H", "H", "H", "H", "H", "H", "H", "H", "H", "H", "C", "C", "C", "O", "C", "N", "H", "H", "H", "H", "H", "H", "H", "H", "H", "H", "H", "C", "C", "C", "O", "C", "N", "H", "H", "H", "H", "H", "H", "H", "H", "H", "H", "H"],
  "xyz": [[10.0353, 10.4339, 7.5381], [13.9356, 10.3048, 7.2721], [13.1621, 11.2927, 8.0104], [13.5202, 12.7916, 7.7858], [11.7552, 11.1055, 7.7308], [15.0116, 10.2365, 7.4774], [13.8814, 10.4369, 6.2087], [13.5567, 9.3147, 7.5395], [13.3809, 11.1838, 9.0885], [13.4060, 13.1443, 6.7298], [14.5202, 13.0023, 8.1097], [12.8659, 13.4104, 8.4086], [10.3138, 6.9034, 10.3150], [9.7923, 8.0862, 9.4479], [10.1470, 9.3444, 10.1686], [9.5079, 10.4722, 9.6523], [10.0197, 11.6210, 10.2806], [10.4632, 8.3691, 8.1177], [11.3272, 7.0709, 10.5767], [10.1083, 5.9786, 9.8098], [9.6553, 6.7667, 11.1674], [8.7405, 7.9913, 9.2509], [11.2144, 9.5024, 10.0535], [9.9372, 9.2692, 11.2374], [11.0659, 11.7601, 9.9461], [9.8575, 11.6139, 11.3534], [9.5554, 12.5235, 9.9160], [10.6677, 7.5965, 7.5120], [11.2826, 8.9927, 8.1843], [8.0449, 11.0880, 4.4169], [7.3780, 10.7411, 5.7242], [7.1372, 9.2523, 5.7746], [6.4203, 8.8333, 4.6830], [5.7305, 7.6406, 5.0498], [8.2453, 11.0315, 6.8841], [8.1621, 12.1458, 4.2189], [7.4273, 10.6773, 3.5987], [9.0241, 10.6580, 4.4689], [6.3804, 11.2232, 5.7777], [6.6050, 9.0386, 6.7288], [8.1164, 8.7070, 5.8605], [5.2251, 7.2400, 4.1630], [5.0818, 7.9446, 5.8548], [6.4366, 6.8867, 5.3142], [7.8515, 10.6660, 7.7377], [8.2889, 12.0407, 7.0642], [9.3604, 15.6683, 5.9566], [10.4057, 14.8243, 6.6918], [10.1765, 15.1324, 8.1253], [10.5706, 16.4617, 8.3432], [10.4455, 16.7616, 9.6965], [10.2194, 13.3840, 6.5336], [9.4381, 15.5257, 4.8923], [9.5288, 16.7134, 6.1944], [8.3993, 15.3078, 6.2882], [11.4276, 15.1558, 6.3944], [10.6284, 14.4188, 8.7899], [9.1360, 15.0358, 8.3490], [10.8973, 17.7273, 9.9133], [11.0367, 16.0506, 10.3281], [9.3827, 16.7915, 9.9233], [10.9635, 12.8738, 7.0706], [10.3714, 13.0899, 5.5638]],
  "atomic_forces_ev_per_a": [[0.788, 0.188, 0.067], [1.545, -1.599, -0.456], [-2.707, 2.170, 0.544], [-0.563, -0.335, -0.810], [1.195, -0.089, 0.509], [-0.036, 0.423, 0.340], [-0.404, 0.057, -0.687], [-0.105, -0.055, -0.251], [-0.229, -0.363, 0.129], [0.048, -0.471, 0.666], [0.789, 0.105, 0.091], [-0.066, -0.126, -0.075], [-1.930, 0.525, -1.191], [1.971, 0.217, -1.008], [-0.219, 0.129, 1.213], [-0.922, 0.336, -0.486], [0.887, 0.907, -0.570], [-0.505, -0.037, 0.442], [0.955, -0.220, 0.333], [0.668, -0.569, -0.657], [0.167, 0.557, 0.561], [-0.597, -0.036, 0.112], [0.503, -0.092, 0.196], [-0.127, -0.045, 0.213], [-0.139, -0.300, 0.632], [0.257, -0.292, 0.311], [-0.726, 0.055, -0.396], [-0.055, -0.422, -0.003], [-0.150, -0.517, 0.120], [-0.676, 0.136, -0.303], [-0.244, 0.072, 0.314], [1.123, -0.011, 1.313], [-0.750, -0.770, -0.583], [-0.012, 0.736, -1.499], [-0.356, 0.921, -0.124], [-0.065, 0.357, 0.263], [0.553, 0.033, 0.280], [0.690, -0.429, -0.443], [0.427, -0.016, 0.147], [0.029, -0.003, -0.332], [-0.480, 0.356, -0.136], [-0.273, 0.417, 0.300], [-0.617, -0.637, 0.335], [0.579, -0.660, 0.727], [-0.491, -0.346, 0.249], [0.354, -0.194, -0.430], [0.839, -0.692, -0.238], [0.192, 0.054, -0.758], [0.318, 0.412, 0.026], [0.734, -0.113, 0.181], [0.718, 0.125, 0.629], [0.577, -0.350, -0.027], [-0.046, 0.028, -0.574], [-0.228, 0.078, 0.006], [-0.541, 0.165, 0.033], [-0.455, -0.096, 0.253], [0.992, -0.262, 0.473], [-1.218, -0.077, 0.071], [-0.166, 0.244, -0.282], [-0.768, 0.156, -0.301], [-0.145, -0.134, 0.670], [-0.752, 0.155, -0.461], [-0.133, 0.244, 0.332]]
}

***

Record 2
{
  "formula": "C46H40BrIO2P2PtS",
  "method": "ωB97M-V/def2-TZVPD",
  "charge": 2,
  "s_squared": 2.0112,
  "multiplicity": 3,
  "gap_ev": [7.1, 2.9],
  "energy_ev": -163233.357,
  "homo_ev": [-12.00, -12.00],
  "species": ["Pt", "Br", "C", "C", "C", "C", "C", "C", "I", "H", "H", "H", "H", "O", "S", "C", "C", "C", "C", "C", "C", "C", "C", "C", "C", "C", "C", "C", "C", "H", "H", "H", "H", "H", "H", "H", "H", "H", "H", "H", "H", "H", "H", "O", "C", "C", "P", "C", "C", "C", "C", "C", "C", "C", "C", "C", "C", "C", "C", "P", "C", "C", "C", "C", "C", "C", "C", "C", "C", "C", "C", "C", "H", "H", "H", "H", "H", "H", "H", "H", "H", "H", "H", "H", "H", "H", "H", "H", "H", "H", "H", "H", "H", "H"],
  "xyz": [[0.8050, -1.5310, 0.8567], [2.7882, -1.4100, 2.6124], [4.3326, -1.0410, 1.5605], [5.4578, -0.5906, 2.2286], [6.5957, -0.2625, 1.5070], [6.6019, -0.3797, 0.1248], [5.4785, -0.8480, -0.5392], [4.3468, -1.1853, 0.1857], [2.7056, -1.9236, -0.9042], [5.4445, -0.4971, 3.3070], [7.4751, 0.0875, 2.0305], [7.4837, -0.1098, -0.4418], [5.4823, -0.9541, -1.6167], [0.4008, 1.3928, -0.0530], [0.9508, 4.2898, 1.4184], [1.2256, 5.0242, -0.1955], [2.4475, 4.4334, -0.8553], [3.6686, 4.3793, -0.1873], [4.7712, 3.8044, -0.7953], [4.6657, 3.2976, -2.0847], [3.4526, 3.3559, -2.7561], [2.3425, 3.9212, -2.1426], [-0.8009, 4.6184, 1.8094], [-1.6882, 4.9485, 0.6543], [-1.8554, 6.2740, 0.2545], [-2.7183, 6.5820, -0.7846], [-3.4150, 5.5658, -1.4302], [-3.2451, 4.2452, -1.0362], [-2.3776, 3.9323, -0.0001], [1.3446, 6.1039, -0.0282], [0.3094, 4.8590, -0.7662], [3.7626, 4.7907, 0.8144], [5.7152, 3.7602, -0.2671], [5.5335, 2.8719, -2.5724], [3.3671, 2.9694, -3.7635], [1.3984, 3.9749, -2.6739], [-0.7716, 5.4269, 2.5497], [-1.1055, 3.6926, 2.3103], [-1.3233, 7.0668, 0.7724], [-2.8539, 7.6136, -1.0818], [-4.1049, 5.8109, -2.2275], [-3.7974, 3.4564, -1.5306], [-2.2463, 2.8977, 0.3046], [2.6457, 1.4857, 0.5435], [1.5252, 1.4042, 0.2487], [-4.2034, -0.3183, 0.2923], [-2.3720, -0.0282, 0.1197], [-1.7385, -1.4548, 1.1212], [-2.1358, -2.7765, 0.8866], [-1.7664, -3.7995, 1.7504], [-0.9942, -3.5307, 2.8759], [-0.5842, -2.2340, 3.1323], [-0.9233, -1.1792, 2.2520], [-2.1360, -0.6185, -1.6127], [-2.9028, -0.0085, -2.6079], [-2.7835, -0.3931, -3.9352], [-1.8724, -1.3742, -4.3008], [-1.0649, -1.9507, -3.3335], [-1.1948, -1.5679, -2.0035], [-4.8880, 1.1104, 1.2533], [-3.8942, 0.9672, 2.7920], [-3.1891, 2.0753, 3.2512], [-2.4181, 1.9914, 4.4079], [-2.3574, 0.7985, 5.1162], [-3.0748, -0.3076, 4.6747], [-3.8386, -0.2253, 3.5182], [-6.5139, 0.4968, 1.7949], [-7.2815, -0.3386, 0.9868], [-8.5244, -0.7818, 1.4220], [-9.0202, -0.3707, 2.6488], [-8.2717, 0.4832, 3.4470], [-7.0305, 0.9281, 3.0170], [-4.4153, -1.2628, 0.7986], [-4.6652, -0.3325, -0.6915], [-2.7339, -3.0029, 0.0121], [-2.0945, -4.8124, 1.5531], [-0.7285, -4.3298, 3.5552], [-0.0341, -2.0078, 4.0390], [-0.7858, -0.1512, 2.5702], [-3.6014, 0.7802, -2.3457], [-3.4068, 0.0731, -4.6880], [-1.7903, -1.6858, -5.3340], [-0.3413, -2.7087, -3.6105], [-0.5727, -2.0504, -1.2604], [-3.2700, 3.0114, 2.7063], [-1.8807, 2.8617, 4.7688], [-1.7683, 0.7364, 6.0234], [-3.0502, -1.2320, 5.2408], [-4.4172, -1.0845, 3.1945], [-6.9132, -0.6535, 0.0170], [-9.1087, -1.4449, 0.7963], [-9.9976, -0.7015, 2.9758], [-8.6605, 0.8115, 4.4029], [-6.4549, 1.6066, 3.6366]],
  "atomic_forces_ev_per_a": [[0.412, -0.378, 0.403], [-0.166, 0.020, -0.170], [0.029, 0.002, -0.105], [0.020, 0.030, 0.135], [-0.029, -0.010, -0.048], [0.042, 0.017, 0.024], [0.004, -0.032, -0.059], [-0.196, -0.086, -0.048], [-0.068, 0.162, 0.066], [0.004, 0.018, -0.033], [-0.018, -0.005, -0.005], [-0.025, -0.041, 0.015], [0.033, 0.014, 0.029], [0.358, 0.236, 0.064], [-0.215, 0.204, -0.188], [0.221, -0.097, -0.039], [0.107, -0.121, 0.124], [-0.072, 0.095, 0.047], [0.041, 0.027, -0.031], [-0.039, -0.012, 0.010], [0.027, 0.009, -0.012], [-0.102, -0.052, 0.004], [0.041, -0.077, -0.122], [-0.075, 0.117, -0.101], [0.021, 0.000, 0.096], [0.042, -0.015, -0.021], [-0.009, 0.010, 0.060], [0.015, 0.058, -0.083], [0.089, -0.083, 0.027], [-0.153, -0.002, 0.086], [-0.028, 0.112, -0.020], [0.017, -0.026, -0.044], [-0.024, 0.031, -0.029], [-0.025, -0.010, 0.022], [0.011, 0.023, 0.014], [0.018, -0.036, 0.024], [0.071, -0.079, 0.072], [0.044, 0.085, 0.108], [-0.063, -0.008, -0.021], [-0.015, -0.032, -0.004], [0.036, -0.022, 0.007], [0.001, 0.007, 0.040], [-0.043, 0.038, 0.001], [-0.365, -0.237, 0.013], [0.193, 0.201, -0.206], [0.020, 0.011, 0.521], [-0.151, -0.137, -0.282], [0.094, 0.089, -0.186], [0.192, -0.043, -0.070], [-0.075, 0.004, 0.085], [-0.078, -0.091, -0.002], [0.078, 0.090, -0.096], [-0.259, -0.050, 0.087], [0.150, -0.004, 0.095], [0.025, 0.006, -0.002], [-0.033, 0.073, 0.022], [0.045, -0.030, -0.036], [0.032, 0.061, 0.048], [-0.119, 0.009, -0.066], [0.023, 0.557, -0.303], [-0.156, -0.330, -0.021], [0.069, -0.056, 0.056], [0.029, 0.008, -0.081], [0.041, 0.023, -0.003], [-0.065, -0.062, -0.040], [0.089, 0.154, 0.152], [0.063, -0.100, 0.080], [0.018, -0.085, 0.096], [-0.006, 0.048, -0.125], [-0.045, -0.013, 0.018], [0.018, 0.135, -0.012], [-0.042, -0.113, 0.005], [-0.002, -0.071, -0.137], [0.012, -0.034, -0.059], [-0.034, 0.011, 0.024], [0.004, 0.024, -0.001], [-0.001, 0.026, -0.002], [0.041, 0.002, -0.051], [-0.008, 0.048, -0.013], [-0.045, -0.063, -0.021], [0.022, 0.000, 0.026], [-0.006, 0.023, 0.022], [-0.042, 0.011, 0.010], [0.013, -0.120, 0.059], [-0.029, -0.033, 0.021], [-0.042, -0.018, 0.032], [-0.036, 0.008, -0.012], [-0.004, 0.044, -0.011], [0.007, 0.023, -0.002], [-0.019, -0.049, 0.035], [0.010, 0.038, 0.000], [0.046, -0.035, 0.020], [0.009, 0.005, -0.031], [-0.019, -0.051, 0.046]]
}